Record 1
This record from OMol25 describes the ion C6H9N2 with charge +1 in a non-equilibrium geometry. The level of theory is the ωB97M-V functional and the def2-TZVPD basis.

Results
lowest unoccupied orbital energy = -5.93 eV
relative energy (zero: lowest compared OMol25 entry of this formula, charge and spin) = 332.74 kJ/mol
SMILES string = CC1=CCN=C[NH+]=C1
DFT total energy = -9338.805 eV
total charge = +1

Last column: Mulliken charge in e.
Atoms and positions in Å:
C  1.031  -1.715  -1.290  -1.5078
C  0.374  -0.528  -0.596  0.6402
C  1.116  0.634  -0.390  -0.3797
C  0.547  1.827  0.411  -0.7365
N  -0.701  1.915  1.139  -0.3333
C  -1.552  1.072  1.328  -0.0127
N  -1.580  -0.295  0.883  -0.1263
C  -0.751  -0.892  0.135  0.0361
H  1.895  -1.628  -1.918  0.3868
H  0.402  -2.156  -2.099  0.4027
H  1.113  -2.616  -0.653  0.3554
H  2.063  1.048  -0.789  0.3535
H  1.234  2.192  1.135  0.4619
H  0.661  2.655  -0.306  0.3601
H  -2.520  1.278  1.730  0.3924
H  -2.240  -0.875  1.336  0.2789
H  -1.092  -1.915  -0.056  0.4280

Record 2
This record from OMol25 describes a structure of composition C29H48DyNOP2 in a non-equilibrium geometry. The level of theory is the ωB97M-V functional and the def2-TZVPD basis.

Results
lowest unoccupied orbital energy (spin up / spin down) = -3.06 / -3.05 eV
DFT total energy = -77041.745 eV
total charge = +1
multiplicity = 7

Last column: Löwdin spin population.
Atoms and positions in Å:
Dy  -0.862  1.343  -0.300  5.7805
C  0.085  0.925  2.547  0.0013
C  1.075  1.331  1.589  0.0135
C  -0.470  3.051  1.821  0.0151
C  -0.857  1.983  2.689  0.0022
C  0.752  2.672  1.171  0.0346
C  0.270  -0.240  3.452  -0.0002
H  0.585  -1.133  2.887  0.0000
H  -0.648  -0.502  3.998  0.0001
H  1.055  -0.048  4.207  -0.0002
C  -1.849  2.094  3.792  0.0000
H  -1.387  1.865  4.768  -0.0001
H  -2.694  1.402  3.650  0.0000
H  -2.250  3.115  3.857  0.0001
C  -0.899  4.474  1.927  0.0021
H  -1.813  4.588  2.527  0.0002
H  -1.061  4.935  0.938  0.0011
H  -0.100  5.056  2.420  -0.0004
C  1.691  3.627  0.515  0.0019
H  2.242  4.229  1.261  0.0005
H  1.175  4.338  -0.147  0.0006
H  2.435  3.105  -0.099  0.0004
C  2.451  0.777  1.471  0.0004
H  3.157  1.369  2.079  -0.0007
H  2.838  0.819  0.444  0.0004
H  2.511  -0.265  1.812  0.0001
C  0.968  -3.726  0.899  0.0000
C  2.120  -3.841  1.580  0.0001
C  3.468  -3.446  1.056  0.0000
C  3.824  -3.984  -0.374  0.0000
C  3.817  -2.969  -1.464  0.0002
C  2.926  -1.973  -1.552  0.0007
C  1.710  -1.886  -0.674  0.0081
C  0.899  -3.183  -0.505  0.0005
H  4.218  -3.839  1.754  0.0000
H  3.157  -4.825  -0.632  0.0000
H  3.581  -2.347  1.074  0.0000
H  1.193  -3.937  -1.261  0.0000
H  0.011  -4.105  1.279  0.0000
H  2.113  -4.307  2.569  0.0000
H  -0.168  -2.951  -0.699  0.0003
H  1.954  -1.448  0.301  0.0007
H  3.146  -1.068  -2.134  0.0000
H  1.013  -1.172  -1.140  0.0093
H  4.860  -4.360  -0.315  0.0000
H  4.624  -3.065  -2.187  0.0000
P  -0.795  -0.298  -2.700  0.0297
P  -0.784  2.678  -2.606  0.0317
C  -1.233  0.565  -4.326  0.0107
C  -1.675  1.995  -4.081  0.0072
H  -2.018  -0.027  -4.814  0.0008
H  -0.352  0.525  -4.982  0.0006
H  -1.525  2.670  -4.934  0.0006
H  -2.743  2.021  -3.831  0.0003
C  -1.253  4.416  -2.727  -0.0039
H  -0.759  4.976  -1.917  0.0004
H  -2.338  4.488  -2.589  0.0006
H  -0.978  4.809  -3.718  -0.0010
C  1.006  2.591  -3.057  0.0043
H  1.164  2.752  -4.135  0.0002
H  1.488  1.636  -2.789  0.0012
H  1.538  3.374  -2.496  0.0006
C  -2.153  -1.502  -2.528  0.0006
H  -2.331  -1.715  -1.472  0.0006
H  -1.888  -2.438  -3.030  0.0000
H  -3.064  -1.095  -2.975  0.0000
C  0.399  -1.417  -3.546  -0.0017
H  -0.119  -2.020  -4.309  -0.0001
H  0.868  -2.102  -2.839  0.0000
H  1.198  -0.827  -4.022  0.0001
O  -2.259  0.101  0.490  0.0332
N  -2.764  -0.767  1.402  0.0026
C  -3.860  -0.349  2.070  0.0014
C  -4.395  -1.237  2.990  0.0000
C  -3.773  -2.464  3.211  0.0007
C  -2.541  -2.755  2.624  0.0002
C  -2.032  -1.878  1.670  0.0028
H  -4.265  0.621  1.792  0.0006
H  -5.329  -0.951  3.472  0.0000
H  -4.251  -3.202  3.864  0.0001
H  -1.961  -3.654  2.840  0.0000
H  -1.092  -1.997  1.147  0.0015

Q: What is the formula in the second record?
A: C29H48DyNOP2

Q: Which value of DFT total energy does entry 1 give?
A: -9338.805 eV